{"formula": "C3H3ClO", "method": "the ωB97M-V functional and the def2-TZVPD basis", "species": ["C", "C", "C", "O", "Cl", "H", "H", "H"], "coordinates": [[0.30254, -0.76783, 1.68147], [0.51803, 0.42815, 1.74986], [-0.54521, -0.61959, -1.63983], [0.36955, 0.06664, -2.18834], [-1.80096, 0.20799, -0.87295], [0.66679, -1.70442, 1.41905], [0.24257, 1.38369, 2.02079], [0.24670, 1.00537, -2.17005]], "forces_ev_per_angstrom": [[1.551, 2.071, -0.290], [-1.290, -2.280, 0.338], [0.292, -2.809, -0.009], [0.527, -0.311, -0.422], [-0.722, 1.305, 0.190], [-0.266, -1.534, -0.142], [0.098, 1.741, 0.186], [-0.191, 1.818, 0.150]], "total_charge": 0, "homo_lumo_gap_ev": 9.66, "spin_multiplicity": 1, "de_lowest_ev": 4.079, "homo_energy_ev": -9.05}

{"formula": "C4H5NOS", "method": "the ωB97M-V functional and the def2-TZVPD basis", "species": ["C", "C", "C", "C", "N", "O", "S", "H", "H", "H", "H", "H"], "coordinates": [[1.16374, -0.57875, -0.13904], [1.41035, 0.65648, -0.52069], [-1.46694, -0.10151, 0.06126], [0.10759, -1.06899, 0.75564], [-1.12920, 1.17505, -0.09987], [-2.45076, -0.81580, -0.10783], [0.44481, 1.91741, 0.26092], [1.55074, -1.40410, -0.69803], [2.02403, 1.15195, -1.21518], [-0.22896, -2.03031, 0.52635], [0.25947, -0.81098, 1.81778], [-1.68487, 1.90956, -0.64131]], "forces_ev_per_angstrom": [[-0.441, -3.157, -0.373], [-1.853, 3.358, 2.073], [0.204, -3.715, 1.224], [-1.477, 4.127, -0.584], [-3.396, 0.783, -1.328], [1.924, 2.209, 0.049], [3.586, 0.260, -0.321], [0.903, -0.213, -0.509], [1.171, -0.225, -0.775], [-0.236, -1.520, 0.094], [-0.507, -0.221, -0.472], [0.123, -1.687, 0.921]], "total_charge": 0, "homo_lumo_gap_ev": [6.21, 6.18], "spin_multiplicity": 3, "de_lowest_ev": 2.910, "homo_energy_ev": [-5.55, -9.04]}

{"formula": "C34H29N2O3P2PdS4", "method": "the ωB97M-V functional and the def2-TZVPD basis", "species": ["Pd", "S", "P", "C", "P", "S", "C", "C", "C", "C", "C", "C", "C", "C", "C", "C", "C", "C", "C", "C", "C", "C", "C", "C", "C", "C", "C", "C", "C", "C", "H", "H", "H", "H", "H", "H", "H", "H", "H", "H", "H", "H", "H", "H", "H", "H", "H", "H", "H", "H", "O", "S", "O", "N", "C", "S", "C", "C", "C", "C", "C", "C", "H", "H", "H", "H", "C", "C", "N", "O", "H", "H", "H", "H", "H"], "coordinates": [[0.22597, -1.67914, 0.23697], [2.58806, -1.31243, -0.07314], [1.92701, 0.58380, -0.25915], [0.32047, 0.34283, 0.26218], [-1.29440, 0.72026, -0.10747], [-2.09688, -1.10884, 0.31160], [-1.93647, 1.96433, 1.02440], [-1.11331, 3.01995, 1.41493], [-1.59663, 3.99250, 2.27664], [-2.90131, 3.90980, 2.74744], [-3.72028, 2.85622, 2.36582], [-3.24036, 1.87907, 1.50567], [-1.66510, 1.33124, -1.76018], [-1.08900, 0.70727, -2.86682], [-1.36407, 1.15920, -4.14294], [-2.21190, 2.24568, -4.32672], [-2.78187, 2.87831, -3.23303], [-2.51206, 2.42315, -1.94956], [2.78632, 1.76509, 0.79023], [3.84930, 2.51036, 0.27834], [4.56654, 3.35499, 1.11177], [4.22711, 3.45702, 2.45264], [3.17530, 2.71026, 2.96727], [2.45719, 1.86161, 2.14096], [2.07325, 1.23343, -1.93036], [1.66901, 2.54786, -2.18272], [1.67436, 3.03765, -3.47572], [2.08771, 2.22060, -4.52251], [2.48836, 0.91725, -4.27774], [2.48017, 0.41754, -2.98103], [-0.08975, 3.07329, 1.05806], [-0.95773, 4.81071, 2.58088], [-3.28115, 4.66817, 3.41924], [-4.73237, 2.79331, 2.74261], [-3.87290, 1.04745, 1.21787], [-0.40579, -0.12041, -2.72984], [-0.91379, 0.67095, -4.99692], [-2.42503, 2.60082, -5.32644], [-3.43722, 3.72664, -3.37746], [-2.95923, 2.92141, -1.09983], [4.11607, 2.43142, -0.76785], [5.39032, 3.93224, 0.71431], [4.78715, 4.11708, 3.10182], [2.92206, 2.78633, 4.01670], [1.64709, 1.26676, 2.53548], [1.35403, 3.18931, -1.36592], [1.36052, 4.05450, -3.67052], [2.09977, 2.60674, -5.53350], [2.81339, 0.28790, -5.09561], [2.78413, -0.60224, -2.77953], [0.97666, -5.10227, 2.18865], [1.06198, -5.52999, 0.82865], [2.06037, -6.44766, 0.39131], [1.20059, -4.13794, -0.14567], [0.15942, -3.99803, -0.88214], [0.00533, -2.54861, -1.86744], [-0.90337, -5.02934, -0.73096], [-2.12690, -5.11132, -1.36817], [-2.95306, -6.18195, -1.04383], [-2.55672, -7.13074, -0.10457], [-1.32975, -7.03711, 0.54486], [-0.52263, -5.97130, 0.20869], [-2.42493, -4.35957, -2.08713], [-3.91649, -6.27946, -1.52497], [-3.21416, -7.95738, 0.12890], [-1.02552, -7.77028, 1.27900], [0.29776, -2.12421, 4.64875], [0.10408, -1.32782, 3.39189], [-0.37307, -0.08987, 3.49331], [0.40102, -1.84606, 2.30591], [0.99300, -1.60969, 5.31292], [0.69302, -3.10168, 4.38953], [-0.65422, -2.23557, 5.16943], [-0.69395, 0.26371, 4.37797], [-0.53049, 0.45497, 2.65379]], "forces_ev_per_angstrom": [[0.534, -0.567, 0.215], [-0.044, -0.244, 0.101], [0.195, 0.542, -0.183], [-0.136, 0.208, -0.054], [-0.244, 0.245, -0.105], [-0.143, -0.271, -0.043], [-0.035, 0.028, 0.079], [0.041, -0.043, -0.029], [-0.027, -0.024, -0.003], [0.019, 0.025, 0.009], [-0.011, -0.025, -0.008], [0.031, 0.002, -0.001], [-0.076, 0.100, -0.021], [0.036, -0.061, 0.048], [-0.021, 0.016, -0.037], [0.004, -0.004, 0.014], [0.016, -0.018, -0.003], [0.024, -0.023, 0.022], [0.108, 0.030, -0.067], [-0.022, -0.019, -0.002], [-0.007, -0.008, -0.012], [0.004, 0.007, 0.011], [-0.028, -0.014, 0.019], [0.057, 0.035, -0.033], [0.061, -0.012, -0.138], [-0.008, -0.047, 0.067], [0.010, -0.003, -0.008], [-0.012, 0.037, -0.015], [0.010, -0.036, 0.012], [-0.030, 0.012, 0.025], [-0.002, 0.018, 0.001], [0.002, 0.002, 0.000], [0.009, 0.003, 0.001], [0.000, -0.005, -0.009], [-0.006, 0.004, 0.004], [-0.021, 0.012, -0.014], [0.013, -0.006, 0.010], [0.001, -0.003, -0.001], [-0.007, -0.002, 0.016], [-0.008, 0.018, -0.008], [0.012, 0.010, 0.011], [0.000, -0.004, -0.007], [0.000, 0.000, -0.002], [-0.011, -0.004, -0.007], [-0.059, -0.046, 0.043], [0.005, 0.003, -0.010], [-0.001, 0.002, 0.004], [-0.003, 0.004, 0.002], [0.005, -0.011, 0.010], [0.009, -0.002, -0.017], [0.012, -0.050, -0.009], [0.170, 0.138, -0.063], [-0.034, 0.015, 0.120], [0.172, 0.092, 0.440], [-0.356, -0.163, -0.226], [-0.119, 0.206, -0.147], [0.099, 0.146, -0.198], [-0.039, -0.056, 0.026], [0.048, -0.012, 0.038], [-0.049, 0.012, -0.034], [0.037, 0.048, -0.032], [-0.273, -0.157, -0.052], [-0.008, -0.005, -0.009], [-0.001, -0.008, -0.003], [-0.016, 0.012, -0.009], [0.010, 0.004, 0.003], [-0.007, 0.061, 0.005], [-0.008, -0.187, -0.006], [-0.104, 0.189, -0.069], [0.193, -0.058, 0.288], [-0.007, -0.003, 0.005], [-0.017, -0.002, -0.008], [0.006, -0.007, 0.004], [0.039, 0.014, -0.001], [0.013, -0.090, 0.048]], "total_charge": 1, "homo_lumo_gap_ev": 6.54, "spin_multiplicity": 1, "de_lowest_ev": 0.179, "homo_energy_ev": -11.11}